Record 1
C2H6N2OS | ωB97M-V with the def2-TZVPD basis set

Structure (ORCA input):
```
! RIJCOSX wB97M-V def2-TZVPD def2/J DEFGRID3
* xyz 0 1
C -0.934 -0.898 -1.832
C 0.163 0.311 -0.103
H -1.285 -0.540 -2.951
H -0.281 -1.860 -1.706
H -1.884 -0.956 -1.114
H -1.333 1.680 -1.542
H 0.447 1.308 0.117
H 0.110 -1.298 2.887
N -0.030 0.179 -1.418
N 0.107 -0.691 0.662
O -0.401 1.525 -1.886
S 0.720 -0.215 2.269
*
```

Properties
Maximum force   0.0659 Eh/bohr
E_tot   -662.61723 Ha
SMILES   CN(O)/C=N/S
HOMO-LUMO gap   9.15 eV
E_LUMO   0.57 eV
E_HOMO   -8.58 eV

Record 2
C2H6N2OS | ωB97M-V with the def2-TZVPD basis set

Structure (ORCA input):
```
! RIJCOSX wB97M-V def2-TZVPD def2/J DEFGRID3
* xyz 0 1
C 1.384 -1.886 0.656
C -1.055 0.574 0.300
H 2.080 -2.124 -0.079
H 0.698 -2.740 0.707
H 1.834 -1.668 1.632
H -1.985 0.916 0.765
H 0.327 1.020 -1.186
H -1.881 2.856 -1.962
N -0.569 -0.503 0.757
N -0.522 1.353 -0.715
O 0.688 -0.765 0.088
S -0.999 2.967 -0.965
*
```

Properties
Maximum force   0.0450 Eh/bohr
E_tot   -662.65484 Ha
SMILES   CO/N=C\NS
HOMO-LUMO gap   9.69 eV
E_LUMO   0.81 eV
E_HOMO   -8.89 eV

Record 3
C2H6N2P | ωB97M-V with the def2-TZVPD basis set

Structure (ORCA input):
```
! RIJCOSX wB97M-V def2-TZVPD def2/J DEFGRID3
* xyz 1 1
C -1.210 0.218 -0.037
C 1.090 -0.340 -0.670
N -0.383 -0.550 -0.703
N -0.525 1.037 0.759
P 1.177 0.914 0.673
H -2.207 0.043 -0.414
H 1.548 -1.327 -0.460
H 1.543 -0.130 -1.631
H -0.546 -1.451 -1.305
H -1.034 2.558 1.205
H 1.476 0.135 1.790
*
```

Properties
Maximum force   0.1123 Eh/bohr
E_tot   -530.27430 Ha
HOMO-LUMO gap   7.68 eV
E_LUMO   -6.01 eV
E_HOMO   -13.69 eV

Record 4
C2H6N2S | ωB97M-V with the def2-TZVPD basis set

Structure (ORCA input):
```
! RIJCOSX wB97M-V def2-TZVPD def2/J DEFGRID3
* xyz 0 1
C 0.930 -0.625 -0.065
C -0.432 -0.108 -0.420
H 1.684 1.128 0.347
H 2.998 0.031 0.448
H 0.620 -0.735 1.010
H 0.963 -1.503 -0.578
H -0.757 0.118 -1.484
H -3.438 1.467 1.222
N 2.104 0.497 -0.464
N -1.517 -0.268 0.346
S -3.155 -0.002 -0.361
*
```

Properties
Maximum force   0.1571 Eh/bohr
E_tot   -587.23531 Ha
HOMO-LUMO gap   7.32 eV
E_LUMO   -1.72 eV
E_HOMO   -9.05 eV

Record 5
C2H6N2S | ωB97M-V with the def2-TZVPD basis set

Structure (ORCA input):
```
! RIJCOSX wB97M-V def2-TZVPD def2/J DEFGRID3
* xyz 0 1
C 0.178 -0.849 0.095
C -1.072 0.093 -0.006
H 1.908 -0.594 -0.997
H 2.007 -0.259 0.706
H 0.190 -1.453 1.048
H -0.023 -1.555 -0.667
H -1.433 2.069 -0.051
H 0.187 1.760 0.062
N 1.405 -0.188 -0.138
N -0.723 1.386 0.007
S -2.623 -0.409 -0.058
*
```

Properties
Maximum force   0.0568 Eh/bohr
E_tot   -587.49613 Ha
SMILES   NCC(N)=S
HOMO-LUMO gap   8.93 eV
E_LUMO   0.76 eV
E_HOMO   -8.17 eV

Record 6
C2H6N2S | ωB97M-V with the def2-TZVPD basis set

Structure (ORCA input):
```
! RIJCOSX wB97M-V def2-TZVPD def2/J DEFGRID3
* xyz 0 1
C -0.991 -0.821 1.561
C 0.207 0.156 -0.150
H -1.084 -1.915 1.652
H -1.967 -0.432 1.987
H -0.350 -0.420 2.561
H 1.136 0.520 0.323
H -0.305 0.267 -2.077
H 2.356 1.138 -2.451
N -0.974 -0.400 0.148
N 0.616 0.188 -1.602
S 1.355 1.719 -1.951
*
```

Properties
Maximum force   0.1224 Eh/bohr
E_tot   -587.40474 Ha
SMILES   C/N=C/NS
HOMO-LUMO gap   10.33 eV
E_LUMO   0.83 eV
E_HOMO   -9.50 eV

Record 7
C2H6N2S3 | ωB97M-V with the def2-TZVPD basis set

Structure (ORCA input):
```
! RIJCOSX wB97M-V def2-TZVPD def2/J DEFGRID3
* xyz 0 1
C -0.275 0.927 -0.745
C -0.169 -0.601 -0.693
N 1.108 0.862 1.102
N 0.122 1.302 0.605
S -1.453 1.812 1.496
S 0.574 -3.065 0.602
S 1.244 -1.157 0.310
H 0.535 1.185 -1.355
H -1.162 1.375 -0.998
H -1.127 -1.155 -0.291
H 0.239 -0.812 -1.715
H -0.825 2.936 2.041
H 1.190 -3.609 -0.361
*
```

Properties
Maximum force   0.0673 Eh/bohr
E_tot   -1383.72866 Ha
HOMO-LUMO gap   8.23 eV
E_LUMO   0.01 eV
E_HOMO   -8.22 eV

Record 8
C2H6N2S6 | ωB97M-V with the def2-TZVPD basis set

Structure (ORCA input):
```
! RIJCOSX wB97M-V def2-TZVPD def2/J DEFGRID3
* xyz 0 1
C -2.198 -1.339 -0.572
C 1.447 0.744 0.408
N -0.726 1.613 -0.279
N 0.455 1.633 0.546
S -2.243 -2.415 -1.919
S -2.804 -1.577 0.894
S -0.859 0.271 -1.124
S 2.239 0.926 -1.255
S 2.737 1.205 1.642
S 0.894 -1.018 0.630
H -3.514 -2.870 -1.639
H 0.550 2.479 1.061
H -1.867 0.928 -1.802
H 3.046 -0.163 -1.228
H 2.407 0.351 2.720
H 0.437 -0.768 1.919
*
```

Properties
Maximum force   0.0676 Eh/bohr
E_tot   -2578.24717 Ha
HOMO-LUMO gap   7.03 eV
E_LUMO   -0.44 eV
E_HOMO   -7.46 eV

Record 9
C2H6N3 | ωB97M-V with the def2-TZVPD basis set

Structure (ORCA input):
```
! RIJCOSX wB97M-V def2-TZVPD def2/J DEFGRID3
* xyz 1 1
C 0.278 0.011 -1.082
C 0.264 0.017 0.385
N -0.755 -0.096 -1.776
N 0.178 -1.119 1.097
N 0.591 1.173 0.879
H -0.795 -0.306 -2.785
H -1.672 0.234 -1.536
H -0.432 -1.885 0.794
H 0.636 -1.370 2.012
H 0.763 1.842 0.182
H 0.943 1.500 1.829
*
```

Properties
Maximum force   0.0688 Eh/bohr
E_tot   -243.76428 Ha
SMILES   NC(N)=C=[NH2+]
HOMO-LUMO gap   9.66 eV
E_LUMO   -4.03 eV
E_HOMO   -13.70 eV

Record 10
C2H6N3 | ωB97M-V with the def2-TZVPD basis set

Structure (ORCA input):
```
! RIJCOSX wB97M-V def2-TZVPD def2/J DEFGRID3
* xyz 1 1
C 0.329 0.455 -0.072
C -0.132 -0.905 0.372
N -0.557 1.203 -0.655
N 1.667 0.797 -0.141
N -1.259 -1.024 0.863
H 0.599 -1.739 0.134
H -0.240 2.124 -1.182
H 2.336 0.384 0.502
H 1.881 1.580 -0.761
H -1.541 -2.020 0.988
H -1.677 1.111 -0.838
*
```

Properties
Maximum force   0.1055 Eh/bohr
E_tot   -243.79632 Ha
SMILES   [H]/N=C/C(N)=[NH2+]
HOMO-LUMO gap   10.57 eV
E_LUMO   -4.86 eV
E_HOMO   -15.43 eV

Record 11
C2H6N3O | ωB97M-V with the def2-TZVPD basis set

Structure (ORCA input):
```
! RIJCOSX wB97M-V def2-TZVPD def2/J DEFGRID3
* xyz 1 1
C -0.151 -0.159 -0.905
C 0.420 1.327 1.316
N -0.907 -0.824 -1.797
N -0.155 -0.699 0.464
N 0.504 0.052 1.319
O 0.572 0.774 -1.080
H -0.231 1.916 0.645
H 1.182 1.748 1.951
H -1.698 -1.565 -1.599
H -0.342 -1.613 0.718
H 1.445 -0.275 1.710
H -0.640 -0.682 -2.741
*
```

Properties
Maximum force   0.0659 Eh/bohr
E_tot   -319.00920 Ha
SMILES   C=[NH+]NC(N)=O
HOMO-LUMO gap   10.23 eV
E_LUMO   -5.01 eV
E_HOMO   -15.24 eV

Record 12
C2H6N3O | ωB97M-V with the def2-TZVPD basis set

Structure (ORCA input):
```
! RIJCOSX wB97M-V def2-TZVPD def2/J DEFGRID3
* xyz 1 1
C -0.071 1.556 0.174
C 0.200 -1.789 -0.533
N 0.363 1.031 -0.915
N -0.601 1.129 1.341
N 0.474 -0.603 -1.104
O 0.108 2.840 0.314
H -0.546 -1.972 0.314
H 0.663 -2.585 -1.065
H -0.539 0.189 1.617
H -0.712 1.794 2.085
H 0.649 3.378 -0.248
H 0.964 -0.530 -1.950
*
```

Properties
Maximum force   0.0877 Eh/bohr
E_tot   -318.96267 Ha
SMILES   C=[NH+]/N=C(\N)O
HOMO-LUMO gap   9.37 eV
E_LUMO   -5.41 eV
E_HOMO   -14.78 eV

Record 13
C2H6N3O | ωB97M-V with the def2-TZVPD basis set

Structure (ORCA input):
```
! RIJCOSX wB97M-V def2-TZVPD def2/J DEFGRID3
* xyz 1 1
C 2.029 0.165 -0.058
C -1.285 0.012 0.203
N 0.844 0.902 -0.079
N 2.075 -1.073 -0.203
N -2.415 -0.450 -0.223
O -0.356 0.328 -0.628
H 2.844 0.863 0.179
H -1.104 0.116 1.276
H 0.943 1.832 -0.478
H 2.979 -1.512 -0.094
H -3.155 -0.746 0.404
H -2.584 -0.545 -1.223
*
```

Properties
Maximum force   0.0302 Eh/bohr
E_tot   -318.98799 Ha
SMILES   [H]/N=C/NOC=[NH2+]
HOMO-LUMO gap   10.03 eV
E_LUMO   -4.34 eV
E_HOMO   -14.37 eV

Record 14
C2H6N3O2 | ωB97M-V with the def2-TZVPD basis set

Structure (ORCA input):
```
! RIJCOSX wB97M-V def2-TZVPD def2/J DEFGRID3
* xyz -1 1
O -0.717 1.948 0.072
C 0.212 2.544 0.661
O 1.321 2.062 0.977
H 0.011 3.607 0.931
N 0.783 -0.721 0.338
C -0.152 -1.393 -0.393
N -0.918 -0.600 -1.211
N -0.325 -2.678 -0.403
H 1.350 -1.273 0.952
H 0.870 0.302 0.364
H -1.015 0.391 -0.973
H -1.739 -1.069 -1.558
H 0.318 -3.121 0.244
*
```

Properties
Maximum force   0.0102 Eh/bohr
E_tot   -394.66017 Ha
HOMO-LUMO gap   8.89 eV
E_LUMO   4.27 eV
E_HOMO   -4.62 eV

Record 15
C2H6N3O2 | ωB97M-V with the def2-TZVPD basis set

Structure (ORCA input):
```
! RIJCOSX wB97M-V def2-TZVPD def2/J DEFGRID3
* xyz -1 1
C -0.519 -0.395 -1.562
C -0.154 -2.013 0.097
N -1.092 1.422 0.838
N -0.903 -1.557 -0.782
N 0.044 1.575 0.825
O 0.796 2.287 2.358
O 1.024 1.596 0.101
H 0.641 -0.445 -1.578
H -1.142 -0.518 -2.399
H -0.739 0.504 -0.939
H -0.619 -2.769 0.660
H 1.733 2.145 2.226
H 0.930 -1.831 0.156
*
```

Properties
Maximum force   0.0685 Eh/bohr
E_tot   -394.41240 Ha
HOMO-LUMO gap (spin up / spin down)   7.99 / 7.99 eV
E_LUMO (spin up / spin down)   4.06 / 4.06 eV
E_HOMO (spin up / spin down)   -3.93 / -3.93 eV

Record 16
C2H6N3O2 | ωB97M-V with the def2-TZVPD basis set

Structure (ORCA input):
```
! RIJCOSX wB97M-V def2-TZVPD def2/J DEFGRID3
* xyz 1 1
C -1.046 -1.183 -0.999
C 0.341 0.533 0.087
N 0.151 1.353 1.864
N 1.567 0.918 -0.089
N -0.004 -0.870 0.041
O 1.005 2.178 1.867
O 1.940 2.043 0.233
H -2.001 -0.627 -0.919
H -0.668 -0.827 -2.024
H -1.174 -2.189 -1.205
H -0.523 1.193 -0.006
H 0.739 -1.541 0.084
H -0.327 -0.979 1.065
*
```

Properties
Maximum force   0.1485 Eh/bohr
E_tot   -394.02727 Ha
HOMO-LUMO gap (spin up / spin down)   6.96 / 6.96 eV
E_LUMO (spin up / spin down)   -6.26 / -6.26 eV
E_HOMO (spin up / spin down)   -13.22 / -13.22 eV

Record 17
C2H6N3P | ωB97M-V with the def2-TZVPD basis set

Structure (ORCA input):
```
! RIJCOSX wB97M-V def2-TZVPD def2/J DEFGRID3
* xyz 0 3
C -0.724 -1.115 -0.162
C 1.582 -1.058 0.659
N -1.500 -0.147 -0.347
N -1.050 1.178 0.158
N 0.299 1.178 0.393
P 1.385 0.208 -0.514
H -0.963 -2.132 -0.406
H 2.003 -1.849 0.100
H -2.399 -0.161 -0.981
H -1.569 1.950 -0.214
H 0.573 0.938 1.324
H 2.363 1.010 -0.008
*
```

Properties
Maximum force   0.0490 Eh/bohr
E_tot   -585.07308 Ha
HOMO-LUMO gap (spin up / spin down)   7.33 / 7.73 eV
E_LUMO (spin up / spin down)   0.80 / -0.61 eV
E_HOMO (spin up / spin down)   -6.54 / -8.34 eV
<S²>   2.01

Record 18
C2H6N4 | ωB97M-V with the def2-TZVPD basis set

Structure (ORCA input):
```
! RIJCOSX wB97M-V def2-TZVPD def2/J DEFGRID3
* xyz 0 1
C -0.212 -0.111 -0.701
C 0.208 0.782 1.865
N 0.168 0.537 -1.763
N -0.018 -1.361 -1.200
N 0.597 -0.700 -2.310
N -0.863 0.282 1.032
H 0.837 -0.011 2.318
H 0.983 1.286 1.220
H -0.223 1.526 2.482
H 0.142 -2.108 -0.600
H 0.050 -0.946 -3.114
H -1.671 0.825 0.772
*
```

Properties
Maximum force   0.1160 Eh/bohr
E_tot   -298.62577 Ha
HOMO-LUMO gap   10.52 eV
E_LUMO   1.00 eV
E_HOMO   -9.52 eV

Record 19
C2H6N4 | ωB97M-V with the def2-TZVPD basis set

Structure (ORCA input):
```
! RIJCOSX wB97M-V def2-TZVPD def2/J DEFGRID3
* xyz 0 1
C -0.754 0.135 0.696
C 1.520 -0.058 -1.412
H -0.389 -0.975 2.331
H 0.849 -1.175 1.089
H -1.977 1.594 0.759
H -1.408 0.445 -1.201
H 1.694 1.000 -1.071
H 2.342 -0.696 -1.798
N 0.019 -0.731 1.437
N -1.711 0.748 1.273
N -0.539 0.251 -0.714
N 0.354 -0.538 -1.389
*
```

Properties
Maximum force   0.0488 Eh/bohr
E_tot   -298.76670 Ha
SMILES   [H]/N=C(/N)NN=C
HOMO-LUMO gap   9.38 eV
E_LUMO   0.88 eV
E_HOMO   -8.50 eV

Record 20
C2H6N4 | ωB97M-V with the def2-TZVPD basis set

Structure (ORCA input):
```
! RIJCOSX wB97M-V def2-TZVPD def2/J DEFGRID3
* xyz 0 1
C -0.440 -0.137 0.129
C 2.025 0.274 0.067
H -3.524 0.429 -0.238
H -2.826 -1.088 0.912
H -0.394 -1.272 -0.030
H 0.623 1.667 -0.739
H 2.616 1.273 0.319
H 3.286 -0.826 -0.108
N -2.745 -0.465 -0.171
N -1.598 0.413 -0.033
N 0.679 0.655 0.059
N 2.297 -0.922 -0.167
*
```

Properties
Maximum force   0.1146 Eh/bohr
E_tot   -298.66103 Ha
HOMO-LUMO gap   8.90 eV
E_LUMO   0.56 eV
E_HOMO   -8.34 eV